Entry 1:
DFT (the ωB97M-V functional and the def2-TZVPD basis) results for C22H43N3O3SSi4TeW as an isolated structure at a distorted geometry.

```
78
Properties=species:S:1:pos:R:3
W -0.6798 -2.1319 0.0861
Te 1.2665 -0.4471 0.8083
S -2.1695 -0.2321 0.1491
Si 1.0218 2.0829 0.3249
Si 2.3719 2.9660 2.0609
Si -0.9933 3.2657 -0.0291
Si 2.1346 1.9568 -1.7828
O -2.6833 -3.1552 0.1141
O -1.0211 -3.5952 1.3968
O -2.7367 -2.2374 2.9919
N -2.2247 -1.1353 -2.4946
N -0.1264 -2.9516 -1.6130
N 1.1848 -3.3266 0.0810
C 2.0284 -3.9603 0.8895
C -2.2250 3.1844 1.3766
C 2.1332 3.6581 -2.5639
C 3.9090 1.4120 -1.5383
C -3.2038 -3.4952 2.4866
C -1.5956 -2.0958 -3.3190
C -3.2328 -0.2680 -3.1407
C -0.6223 -2.9140 -2.8990
C 1.2513 3.2670 3.5293
C -1.7477 2.8157 -1.6935
C -2.3149 -3.5104 1.2483
C 3.7457 1.7685 2.4919
C -2.8657 -4.6436 3.4234
C 1.5350 -4.8975 -1.6714
C -1.8661 -1.0126 -1.2642
C 2.4718 -5.5251 -0.8555
C 0.9156 -3.7851 -1.1509
C -4.6718 -3.4486 2.1113
C 1.2097 0.7814 -2.9273
C -0.3611 5.0233 -0.1255
C 3.1236 4.5540 1.4252
C 2.7236 -5.0639 0.4293
H 0.0100 5.3679 0.8415
H 3.4006 0.7751 2.7825
H 2.7343 3.6617 -3.4756
H 0.2795 1.2413 -3.2700
H 0.5687 4.0987 3.3415
H 1.1254 3.9806 -2.8331
H 4.3909 1.3026 -2.5130
H 3.7369 5.0195 2.2001
H -2.5744 2.1938 1.6657
H 4.4656 2.1726 -0.9865
H 3.4402 -5.5541 1.0709
H -3.1648 -5.6013 2.9978
H 0.6460 2.3933 3.7794
H 0.4263 5.1784 -0.8621
H -4.9746 -4.3501 1.5785
H 2.9982 -6.3932 -1.2285
H -1.8008 -4.6682 3.6484
H 0.9622 -0.1801 -2.4699
H -2.7427 0.3647 -3.8777
H -4.8877 -2.5816 1.4899
H -2.7085 3.3159 -1.8273
H -1.9419 -2.1056 -4.3396
H -3.7049 0.3472 -2.3804
H -3.9699 -0.9090 -3.6182
H 2.5496 4.4112 -1.8918
H -3.4185 -4.5093 4.3541
H 2.3733 5.2845 1.1204
H 4.0237 0.4648 -1.0072
H -3.0806 -2.1015 3.8838
H 3.7660 4.3685 0.5616
H 4.4511 1.6538 1.6667
H 2.1567 -3.5566 1.8854
H 4.3013 2.1691 3.3444
H -1.8885 1.7414 -1.8199
H -1.0908 3.1500 -2.5000
H -1.7879 3.6439 2.2664
H 1.8453 3.5238 4.4096
H -0.1586 -3.5811 -3.6141
H 1.8222 0.5814 -3.8096
H -5.2652 -3.3848 3.0236
H -1.2041 5.6659 -0.3958
H -3.1039 3.7776 1.1102
H 1.3089 -5.2760 -2.6579
```

The net charge is +2. The total energy is -3144.97193 hartree. The relative energy (zero: lowest compared OMol25 entry of this formula, charge and spin) is 0.00 kcal/mol. As for the max |F|: 1.89 eV/Å. Its gap between HOMO and LUMO (alpha / beta) is 5.8 / 5.8 eV.



Entry 2:
DFT (the ωB97M-V functional and the def2-TZVPD basis) results for C22H44AsN3PPdSi as an isolated structure at a distorted geometry.

```
73
Properties=species:S:1:pos:R:3
Pd -0.4678 -0.3146 0.0941
As 0.6347 -0.0220 -2.2863
P -1.8813 -0.7048 1.9394
Si 2.0014 0.8543 1.8766
N 1.3375 -0.6967 1.4840
N -3.4712 2.6545 -1.4708
N -2.2547 0.9338 -0.7626
C 2.4952 -0.3605 -2.7337
C -1.2964 -1.4723 3.5067
C -2.3723 2.2261 -0.7394
C 0.8842 2.2766 1.6545
C 0.2821 1.6905 -3.1463
C 0.8097 -3.0661 1.3330
C 1.4945 -1.9509 1.9431
C -3.8487 4.0683 -1.5986
C 2.4592 -3.4912 3.5495
C -0.4541 -1.2639 -3.4735
C -4.0904 1.5024 -1.9047
C 0.9500 -4.3719 1.8815
C 2.7176 0.9119 3.6317
C 2.9575 -1.7395 -2.1852
C -2.4900 0.8916 2.5175
C 3.3037 1.2631 0.4894
C 0.9841 2.9968 -2.6238
C 0.1846 -1.4463 -4.8607
C 2.3878 -2.2408 3.0359
C -3.3743 -1.6092 1.4647
C -3.3704 0.4319 -1.4289
C 1.7541 -4.5793 2.9802
H -0.4692 -1.0282 3.9851
H -4.0422 -0.8095 1.1330
H 2.0531 3.0746 -2.3794
H 0.8391 3.9694 -3.1864
H 3.0676 -1.4746 3.3978
H 2.2777 -2.4006 -2.7400
H -2.1282 -1.4986 4.2954
H 4.0189 0.4997 0.1720
H -3.0805 0.7967 3.4018
H 0.3897 1.5122 -4.2285
H 3.0059 0.5308 -2.3617
H 2.6072 -1.8702 -1.1077
H -1.7300 3.0175 -0.2717
H -3.5080 -0.5858 -1.6700
H 0.5400 -0.5213 -5.2859
H 1.4614 3.0726 1.1788
H -3.8637 -2.0767 2.2986
H 2.5592 1.9462 3.9846
H 2.6793 -0.2612 -3.8049
H 3.7615 0.6461 3.7502
H 0.5235 -5.1908 1.3369
H -2.9963 1.4006 1.6951
H -1.0979 -2.5523 3.3378
H 3.7791 2.2254 0.8151
H 1.9280 -5.5746 3.3742
H 0.9966 -2.1800 -4.8295
H -4.9732 1.5526 -2.4783
H -0.6390 -2.2077 -2.9282
H 0.5392 2.6546 2.5792
H -1.5945 1.4943 2.6821
H -2.8851 4.5746 -1.8000
H -4.4952 4.1252 -2.4169
H 0.0721 2.1025 0.9877
H -1.4499 -0.8500 -3.4781
H 2.1179 0.3609 4.3589
H -0.5201 -1.9305 -5.5374
H -3.1175 -2.2808 0.6443
H -0.8363 1.9646 -3.0063
H 0.4553 3.0778 -1.6675
H -4.3727 4.4166 -0.6903
H 4.0291 -1.9995 -2.3010
H 3.0049 -3.6462 4.4333
H 2.6649 1.3629 -0.4111
H 0.1619 -2.8111 0.5718
```

The net charge is +1. The total energy is -4023.22637 hartree. The relative energy (zero: lowest compared OMol25 entry of this formula, charge and spin) is 33.19 kcal/mol. The expectation value of S² is 2.05. As for the max |F|: 3.48 eV/Å. As for the spin multiplicity: 3. Its gap between HOMO and LUMO (alpha / beta) is 7.6 / 6.9 eV.



Entry 3:
DFT (the ωB97M-V functional and the def2-TZVPD basis) results for a 6-piece molecular cluster, C22H44BClNO10P overall at a distorted geometry.

```
80
Properties=species:S:1:pos:R:3
Cl -5.1503 2.1661 5.2298
P -0.4907 -0.6001 4.1981
O 6.3768 0.4089 -5.6083
O 1.9911 -0.9377 7.3397
O -3.1403 3.2665 -0.0369
O -0.2379 0.1408 -4.4586
O -0.0295 0.2915 0.9914
O 0.9549 -4.2444 -7.1044
O 0.4532 4.4164 2.6537
O -2.6380 -0.9473 -2.4146
O -2.9743 0.2773 5.7346
O -1.1396 5.4833 1.2394
N -1.1218 2.2508 0.4200
C -2.7820 2.1236 2.0702
C -0.4062 -4.5425 -7.4042
C 1.0972 0.2907 3.9773
C 0.9696 -0.6140 -4.4893
C -3.8802 1.7988 4.1308
C 4.5634 2.0182 -5.4160
C -2.8877 0.8805 4.5004
C 1.5766 0.0999 8.2243
C -0.8367 1.1251 1.2481
C -0.7846 -5.9439 -6.9610
C -3.8393 2.4363 2.8976
C 4.9628 0.5561 -5.4966
C -2.4445 2.6623 0.7166
C -0.0323 3.2583 0.4114
C 2.2586 -0.6545 4.3031
C -0.4893 -1.9726 2.9494
C -4.0525 -0.7810 -2.3112
C 2.4557 0.1721 9.4590
C -4.4340 0.6850 -2.2324
C -1.8175 0.5751 3.6502
C -1.7916 1.2144 2.4023
C 0.8179 -1.8742 -5.3211
B -0.2618 4.4470 1.4589
H 1.2572 0.6743 2.9689
H 2.0303 -1.1839 5.2318
H -5.5162 0.8081 -2.1683
H 1.7357 0.0320 -4.9189
H 3.4804 2.1277 -5.3405
H 4.6151 0.0157 -4.6094
H -0.9208 -0.4181 -4.0694
H 0.1095 3.7536 3.2627
H 0.5315 -0.0655 8.5078
H 0.1780 3.6337 -0.5885
H 1.1596 1.1600 4.6301
H -4.5769 3.1628 2.5944
H 1.5035 -4.8832 -7.5696
H -4.4130 -1.3180 -1.4271
H -1.8779 5.4092 1.8551
H -0.6190 -6.0596 -5.8895
H 0.4762 -2.0227 2.4616
H -2.4924 0.8256 6.3637
H -1.0089 -3.8008 -6.8824
H -1.2363 -1.7566 2.1929
H 1.9331 -1.7715 7.8172
H -3.9793 1.1551 -1.3584
H 2.4145 -0.7664 10.0166
H -4.4873 -1.2458 -3.1944
H 0.0369 -2.5154 -4.9053
H -1.8324 -6.1557 -7.1792
H 5.0204 2.4952 -4.5455
H 2.3786 -1.3984 3.5212
H 6.7750 0.8079 -4.8294
H -0.1684 -6.6893 -7.4694
H 3.4952 0.3376 9.1751
H 4.5210 0.0895 -6.3754
H -0.7235 -2.8830 3.4838
H 1.2653 -0.8631 -3.4632
H 0.5242 -1.6226 -6.3397
H 3.1765 -0.1058 4.4787
H 1.7457 -2.4422 -5.3580
H 1.6339 1.0302 7.6597
H -4.0708 1.2199 -3.1099
H -2.2358 -0.5499 -1.6355
H 2.1395 0.9801 10.1201
H 4.9095 2.5540 -6.3003
H -0.5737 -4.4240 -8.4801
H 0.8712 2.7362 0.7143
```

The total energy is -2498.24366 hartree. The SMILES is CCP(C)c1c(O)c(Cl)cc2c1C(=O)N(CB(O)O)C2=O.CCO.CCO.CCO.CCO.CCO. As for the max |F|: 1.53 eV/Å. Its gap between HOMO and LUMO is 7.6 eV.



Entry 4:
DFT (the ωB97M-V functional and the def2-TZVPD basis) results for a 11-piece molecular cluster, C22H44Br22 overall at a distorted geometry.

```
88
Properties=species:S:1:pos:R:3
Br 13.6219 -16.3164 4.7863
Br 19.8663 -7.1372 1.4908
Br 11.5016 -14.6641 0.4391
Br 19.0420 -10.7077 -2.1697
Br 17.5736 -14.8373 0.7570
Br 8.8062 -9.5726 -2.9231
Br 9.3729 -9.7373 4.7135
Br 16.1586 -8.2830 -4.9387
Br 15.9228 -16.3532 -1.9686
Br 7.5657 -9.1509 8.9833
Br 8.3205 -17.9697 4.1230
Br 6.9048 -14.0466 2.2792
Br 13.9148 -5.7049 4.5660
Br 16.6244 -10.1511 3.4834
Br 13.4678 -21.8728 -1.4390
Br 5.3274 -14.9172 -2.5524
Br 14.7753 -20.4266 3.1596
Br 9.5825 -14.9778 -4.7824
Br 12.8909 -10.1450 0.3289
Br 9.1645 -20.1543 -0.9734
Br 4.9987 -7.9553 -5.1350
Br 10.9750 -3.5322 1.8412
C 8.1974 -9.9321 7.3093
C 13.6112 -19.0463 3.9149
C 8.6964 -8.8442 6.3850
C 6.5440 -8.1525 -3.8442
C 11.5666 -12.6523 0.6352
C 12.8912 -12.0920 0.0818
C 7.9027 -15.4211 -3.8047
C 19.0257 -8.6738 2.6262
C 6.9136 -14.3832 -3.5735
C 11.0965 -20.3250 -0.8254
C 17.7242 -8.6153 -3.7201
C 7.2987 -9.3594 -4.2030
C 11.6000 -21.3795 -1.8146
C 18.3575 -16.0293 -0.5050
C 17.3815 -9.7627 -2.7586
C 12.8004 -5.3061 3.0279
C 7.5427 -15.3812 3.5961
C 17.5395 -8.5106 2.7072
C 12.4696 -3.8187 3.1035
C 14.3453 -17.6963 3.6205
C 7.0104 -16.7690 3.1777
C 17.3648 -17.1484 -0.8300
H 16.9265 -9.3058 -1.8798
H 11.5943 -20.8653 -2.7757
H 7.5177 -10.7052 6.9510
H 17.8017 -17.8980 -1.4898
H 16.6209 -10.4112 -3.1934
H 6.6853 -13.8038 -4.4681
H 7.1206 -7.2449 -4.0231
H 18.7755 -15.4949 -1.3582
H 9.4589 -8.1880 6.8045
H 11.2922 -12.3012 1.6299
H 11.8433 -5.8234 3.0932
H 7.4827 -13.7369 -2.9054
H 7.8209 -8.2089 6.2507
H 18.4057 -8.9060 -4.5197
H 13.4789 -19.0603 4.9968
H 13.2778 -5.5869 2.0891
H 11.2654 -20.6640 0.1967
H 7.2766 -15.1242 4.6214
H 8.2000 -15.6990 -2.7936
H 17.0684 -8.2596 1.7569
H 7.4506 -16.3610 -4.1214
H 7.6739 -9.3291 -5.2260
H 5.9607 -16.9825 3.3790
H 6.1578 -8.1425 -2.8249
H 11.6130 -19.3659 -0.7882
H 8.6290 -15.3425 3.5149
H 18.0282 -7.7166 -3.1834
H 13.1780 -12.4569 -0.9044
H 19.5577 -8.6764 3.5775
H 13.3166 -3.2105 2.7860
H 12.0541 -3.5742 4.0811
H 17.4260 -7.6782 3.4017
H 16.7775 -17.6089 -0.0356
H 13.6527 -12.5185 0.7346
H 7.2549 -16.8750 2.1208
H 6.6799 -10.2511 -4.1023
H 11.1340 -22.3619 -1.8901
H 19.1910 -16.4649 0.0461
H 10.7613 -12.2653 0.0108
H 14.1707 -17.4044 2.5849
H 9.0966 -10.4808 7.5897
H 12.6221 -19.2149 3.4892
H 19.3343 -9.5827 2.1096
H 15.4156 -17.6625 3.8241
```

The total energy is -57492.88471 hartree. The SMILES is BrCCBr.BrCCBr.BrCCBr.BrCCBr.BrCCBr.BrCCBr.BrCCBr.BrCCBr.BrCCBr.BrCCBr.BrCCBr. The relative energy (zero: lowest compared OMol25 entry of this formula, charge and spin) is 95.23 kcal/mol. As for the max |F|: 3.32 eV/Å. Its gap between HOMO and LUMO is 10.1 eV.